No. 1
ORCA calculation (wB97M-V/def2-TZVPD) on a molecular structure, C35H52OsP4S at a distorted geometry.

Geometry as XYZ:
```
93
Properties=species:S:1:pos:R:3:mulliken_charge:R:1
Os 0.4235 0.0069 -0.3608 2.57
P 1.2997 -2.0744 -0.8226 0.76
P 2.6458 0.9732 -1.2462 0.63
P -1.8125 -0.7951 -0.3881 1.34
H 0.6068 1.2355 -2.8907 0.61
C -0.1866 1.0004 -2.1783 -0.76
C -0.3522 1.8806 -1.0341 -0.92
H 0.3605 2.6970 -0.9022 0.25
C 1.2467 -2.5293 -2.5970 -1.25
C 3.0628 -2.3402 -0.4043 -1.16
C 0.5873 -3.5352 0.0181 -1.15
C 2.6812 2.8088 -1.4258 -1.57
C 4.2957 0.8323 -0.4563 -1.29
C 3.1057 0.4386 -2.9620 -1.51
C -3.1097 0.5138 -0.3801 -1.36
C -2.5207 -1.7733 0.9762 -1.74
C -2.0691 -1.9620 -1.7963 -1.25
H -1.0838 0.6094 -2.6638 -0.61
H -1.3637 2.1479 -0.7226 0.75
H 1.6580 -3.5404 -2.7162 0.48
H 1.8375 -1.8324 -3.1993 0.30
H 0.2218 -2.5226 -2.9772 0.27
H 3.2774 -3.4182 -0.3930 0.68
H 3.2838 -1.9378 0.5902 0.05
H 3.7313 -1.8699 -1.1330 0.43
H 1.2601 -4.3914 -0.1302 0.62
H -0.4064 -3.8049 -0.3495 0.45
H 0.5186 -3.3531 1.0935 0.15
H 3.6467 3.1268 -1.8437 0.54
H 2.5582 3.2526 -0.4301 0.35
H 1.8785 3.1597 -2.0821 0.49
H 5.0773 1.1659 -1.1536 0.63
H 4.5018 -0.1964 -0.1568 0.34
H 4.3201 1.4669 0.4331 0.31
H 3.8350 1.1636 -3.3526 0.59
H 2.2357 0.4126 -3.6261 0.37
H 3.5706 -0.5553 -2.9518 0.45
H -4.0944 0.0379 -0.2856 0.60
H -3.1103 1.1198 -1.2963 0.31
H -2.9513 1.1666 0.4874 0.23
H -3.6129 -1.8195 0.8572 0.80
H -2.3073 -1.2697 1.9266 0.49
H -2.1181 -2.7941 0.9729 0.31
H -3.1388 -2.1941 -1.8720 0.47
H -1.5243 -2.8956 -1.6125 0.50
H -1.7360 -1.5416 -2.7527 0.18
C -4.8240 0.8868 -4.7553 0.31
C -5.1730 0.0607 -5.8384 -0.12
C -5.8263 0.6038 -6.9438 -0.43
C -6.1615 1.9653 -6.9583 -0.50
C -5.9326 2.7537 -5.8226 -0.37
C -5.2842 2.2146 -4.7097 -0.20
S -3.8263 0.2285 -3.4822 -0.11
H -2.5622 0.5417 -3.9291 0.27
H -4.8714 -0.9851 -5.8130 0.46
H -6.0473 -0.0409 -7.7972 0.43
H -6.5956 2.4118 -7.8560 0.44
H -6.2400 3.7992 -5.8107 0.44
H -5.0730 2.8024 -3.8179 0.43
C 0.9186 -3.6530 5.0545 -0.79
C -0.0729 -3.4852 4.0838 -0.74
C 0.0136 -2.4434 3.1644 -0.43
C 1.0743 -1.5180 3.1660 0.96
C 2.0017 -1.6543 4.2169 -0.64
C 1.9635 -2.7326 5.1083 -0.89
P 0.9243 -0.0661 1.9917 1.29
C -0.2903 0.9107 3.0030 0.30
C -1.1863 1.7864 2.3735 -0.37
C -2.1661 2.4568 3.1114 -0.75
C -2.2299 2.3006 4.4960 -0.78
C -1.3038 1.4764 5.1357 -0.73
C -0.3307 0.8035 4.3981 -0.82
C 2.4643 0.8199 2.4426 1.26
C 2.4578 2.2136 2.6103 -1.00
C 3.6131 2.8721 3.0383 -0.78
C 4.7933 2.1573 3.2632 -0.76
C 4.8267 0.7821 3.0259 -1.12
C 3.6774 0.1213 2.5903 -1.14
H 0.8657 -4.4743 5.7710 0.44
H -0.9283 -4.1589 4.0473 0.50
H -0.7775 -2.3480 2.4274 -0.19
H 2.7729 -0.9084 4.3862 0.63
H 2.7473 -2.8224 5.8622 0.50
H -1.1145 1.9500 1.2957 0.79
H -2.8722 3.1086 2.5955 0.49
H -2.9877 2.8226 5.0778 0.43
H -1.3264 1.3429 6.2123 0.50
H 0.3850 0.1656 4.9087 0.47
H 1.5422 2.7793 2.4285 0.53
H 3.5803 3.9512 3.1995 0.50
H 5.6838 2.6725 3.6261 0.47
H 5.7452 0.2144 3.1847 0.51
H 3.7226 -0.9564 2.4273 0.53
```

Results
* M: 818.994 Da
* spin multiplicity: 5
* LUMO energy (spin up / spin down): -9.85 / -14.07 eV
* ΔE to the lowest compared entry with this formula, charge and spin: 0.000 eV
* total charge: +4
* total energy: -3217.61307 hartree
* maximum force: 0.0896 hartree/bohr

=====

No. 2
ORCA calculation (wB97M-V/def2-TZVPD) on 8 unconnected molecules or ions with the total composition C35H53F7NO9P at a distorted geometry.

Geometry as XYZ:
```
106
Properties=species:S:1:pos:R:3:mulliken_charge:R:1
C -2.6894 3.3967 -2.3636 -1.42
C -1.9085 3.9554 -1.1169 0.02
C -0.4089 3.5940 -1.0780 -0.63
N 0.2908 4.0661 0.2175 0.61
C -0.3973 3.5144 1.5249 -1.04
C 1.8078 3.7008 0.2328 -0.11
C 2.6486 4.9578 0.5642 -0.52
C 1.6072 5.9548 1.1221 -0.84
C 0.2854 5.6007 0.3719 -0.78
H -2.3253 3.7712 -3.3203 0.40
H -3.7502 3.6467 -2.3533 0.42
H -2.7137 2.3148 -2.2326 0.26
H -2.4101 3.4033 -0.3221 0.17
H -2.0533 5.0221 -0.9457 0.36
H 0.0304 4.0799 -1.9492 0.49
H -0.1431 2.5535 -1.2645 0.11
H -1.2872 4.0619 1.8355 0.31
H 0.3358 3.4928 2.3313 0.57
H -0.7196 2.4768 1.4376 0.10
H 1.7898 2.8775 0.9469 -0.14
H 2.0712 3.2122 -0.7053 0.41
H 3.4147 4.7202 1.3024 0.26
H 3.2379 5.3300 -0.2739 0.37
H 1.5623 5.8839 2.2088 0.31
H 1.9508 6.9628 0.8898 0.44
H -0.7079 5.9118 0.6953 0.41
H 0.3372 5.8483 -0.6883 0.45
P -0.5038 -0.7336 -0.0887 1.65
F 0.6043 -1.6811 0.5622 -0.60
F -0.8271 -1.7028 -1.3691 -0.13
F -1.6623 -1.3439 0.9004 -0.31
F -1.6346 0.3715 -0.5984 -0.45
F -0.1832 0.3334 1.0998 -0.59
F 0.5512 -0.0392 -1.0702 -0.48
C -0.3005 -5.0364 3.3910 -0.57
O -1.6760 -4.5294 3.3064 -0.38
C -2.1088 -4.1660 2.1243 0.89
O -2.9873 -3.3182 2.1144 -0.46
O -1.4467 -4.7940 1.1319 -0.40
C -1.5381 -4.4453 -0.2013 -0.29
H 0.3374 -4.1611 3.5133 0.14
H 0.0078 -5.6411 2.5381 0.30
H -0.1650 -5.4968 4.3697 0.30
H -1.8445 -3.3996 -0.1740 -0.10
H -2.1655 -5.0723 -0.8349 0.32
H -0.5554 -4.5213 -0.6668 0.14
C -1.7674 1.7560 5.5722 -0.73
O -2.3127 1.0668 4.5019 -0.22
C -1.8232 -0.0412 4.0106 0.64
O -2.5260 -0.9817 3.4748 -0.44
O -0.4165 -0.0830 4.1609 -0.21
C 0.3190 -1.2778 4.0516 -0.56
H -2.4617 2.4510 6.0446 0.28
H -0.7899 2.1732 5.3305 0.25
H -1.5168 1.0274 6.3432 0.32
H -0.2471 -2.2065 3.9794 0.16
H 0.8572 -1.3898 4.9928 0.44
H 0.8723 -1.1648 3.1192 0.03
C -4.0694 -1.3650 -1.3127 -0.28
O -4.5186 -0.1732 -0.7606 -0.32
C -4.7871 -0.1411 0.6101 0.60
O -4.7043 -1.1585 1.3652 -0.50
O -4.9474 1.1635 1.0698 -0.20
C -5.2342 2.2796 0.2382 -0.65
H -3.2220 -1.8176 -0.7977 -0.03
H -3.8085 -1.1465 -2.3482 0.18
H -4.8858 -2.0633 -1.4970 0.52
H -4.6439 2.4992 -0.6514 0.16
H -5.3191 3.1682 0.8637 0.27
H -6.2301 2.1387 -0.1819 0.37
F -3.8626 -3.4743 -6.8166 -0.31
C -2.5766 -3.0821 -6.4524 0.30
C -2.3037 -2.8303 -5.0961 -0.51
C -1.0455 -2.3834 -4.7536 -0.12
C -0.0710 -2.2274 -5.7396 -0.58
C -0.3123 -2.5002 -7.1150 -0.48
C -1.6234 -2.9115 -7.4677 -0.47
H -3.0476 -2.9046 -4.3166 0.48
H -0.8806 -2.0670 -3.7342 0.52
H 0.8694 -1.7872 -5.4423 0.36
H 0.4251 -2.3861 -7.8958 0.40
H -1.8680 -3.1946 -8.4808 0.41
C 3.4290 1.2352 2.4626 -0.02
C 3.8994 0.0497 1.8366 -0.61
C 5.2427 -0.0836 1.6823 -0.38
C 6.1238 1.0057 1.9524 -0.51
C 5.6119 2.1105 2.6108 -0.40
C 4.3221 2.1964 2.8840 -0.54
H 2.3708 1.1706 2.6686 0.52
H 3.1230 -0.6401 1.5403 0.41
H 5.7588 -0.9137 1.2229 0.39
H 7.1370 0.7475 1.6818 0.37
H 6.3369 2.8260 2.9698 0.37
H 3.9384 3.0442 3.4321 0.43
C 4.1761 -4.1126 -0.7967 -0.62
C 2.8323 -3.7398 -0.9466 -0.03
C 2.4383 -3.1125 -2.0902 -0.19
C 3.3805 -2.7052 -3.0490 -0.48
C 4.6725 -3.1357 -2.9355 -0.46
C 5.1047 -3.8146 -1.7925 -0.44
H 4.5478 -4.4853 0.1463 0.36
H 2.1486 -3.9277 -0.1320 0.38
H 1.4485 -2.7013 -2.2230 0.36
H 3.0344 -2.0557 -3.8395 0.37
H 5.4737 -3.0050 -3.6478 0.34
H 6.1705 -3.8506 -1.6221 0.36
```

Results
* M: 795.767 Da
* LUMO energy: -0.17 eV
* total energy: -3137.81437 hartree
* maximum force: 0.1385 hartree/bohr

=====

No. 3
ORCA calculation (wB97M-V/def2-TZVPD) on a molecular structure, C35H54BCaN9O7.

Geometry as XYZ:
```
107
Properties=species:S:1:pos:R:3:mulliken_charge:R:1
Ca -0.9281 0.7164 -0.9452 1.45
O 2.1846 2.5078 0.4149 -0.51
C 3.0886 2.0701 -0.5714 -1.53
C 2.8368 0.6681 -1.1072 1.49
N 1.6144 0.4432 -1.8875 1.68
C 1.6859 -0.9124 -2.4334 1.28
C 0.3629 -1.3902 -3.0473 -0.67
O 0.4011 -2.0580 -4.0876 -0.88
O -0.6676 -1.0799 -2.3785 0.04
C 1.4705 1.4162 -2.9716 -0.88
C 0.9441 2.7794 -2.4961 0.51
O 1.2174 3.7756 -3.1617 -0.87
O 0.2464 2.7414 -1.4205 -0.17
H 1.3434 2.6828 -0.0572 0.32
H 4.0778 2.0407 -0.1021 0.58
H 3.1490 2.7921 -1.3953 0.31
H 2.8251 -0.0291 -0.2701 -1.68
H 3.7151 0.4184 -1.7359 0.33
H 1.9078 -1.5917 -1.6045 -1.43
H 2.4904 -1.0029 -3.1784 0.39
H 0.7238 1.0402 -3.6748 0.34
H 2.4135 1.5605 -3.5183 0.31
C -1.0411 -2.5457 4.3949 -1.55
C -1.3784 -2.3931 2.9469 0.49
C -1.9925 -3.3120 2.1352 -1.07
C -2.0330 -2.7156 0.8608 -0.44
N -1.4885 -1.5001 0.9027 0.63
N -1.0934 -1.3099 2.1960 -0.38
B -0.1457 -0.2035 2.6678 -0.50
N -0.7180 1.2308 2.5505 -0.48
N -1.0837 1.8744 1.4008 0.85
C -1.5914 3.0521 1.7680 -0.63
C -1.5530 3.1730 3.1668 -1.21
C -1.0102 1.9976 3.6230 0.64
C -0.8264 1.6090 5.0552 -1.47
C -2.1288 4.1240 0.8387 3.11
C -1.0030 5.1114 0.4984 -1.80
C -2.7108 3.5386 -0.4431 -1.93
C -3.2498 4.8837 1.5632 -2.23
N 1.2644 -0.4297 2.0277 1.86
N 1.5220 -1.6331 1.4504 -0.24
C 2.8294 -1.8040 1.4941 -0.72
C 3.4525 -0.7016 2.1222 -0.84
C 2.4148 0.1421 2.4554 0.22
C 2.4486 1.4183 3.2249 -1.32
C 3.4726 -3.0600 0.9537 2.52
C 4.1911 -3.7778 2.1044 -2.11
C 2.4153 -3.9921 0.3632 -1.67
C 4.5017 -2.6990 -0.1245 -1.54
C -2.5434 -3.4162 -0.3827 3.02
C -3.3332 -2.4758 -1.2851 -1.62
C -1.3447 -4.0014 -1.1421 -1.18
C -3.4668 -4.5722 0.0243 -2.50
H -1.4526 -3.4910 4.7519 0.44
H -1.4548 -1.7387 5.0011 0.14
H 0.0384 -2.5553 4.5542 0.25
H -2.3624 -4.2781 2.4331 0.37
H 0.0028 -0.3596 3.8506 -0.24
H -1.8998 3.9903 3.7754 0.36
H -1.1605 2.4382 5.6809 0.42
H 0.2117 1.3883 5.2996 0.16
H -1.4148 0.7268 5.3105 0.13
H -0.2277 4.6187 -0.0869 0.22
H -0.5629 5.5267 1.4096 0.38
H -1.4040 5.9354 -0.1003 0.41
H -1.9272 3.1615 -1.0953 0.26
H -3.2189 4.3276 -1.0062 0.54
H -3.4317 2.7476 -0.2378 0.40
H -2.8834 5.4104 2.4471 0.35
H -4.0485 4.2047 1.8688 0.43
H -3.6727 5.6283 0.8844 0.46
H 4.5034 -0.5282 2.2983 0.46
H 3.4680 1.8045 3.2493 0.50
H 2.1226 1.2516 4.2557 0.09
H 1.8135 2.1710 2.7649 0.13
H 3.4797 -4.0454 2.8885 0.38
H 4.9569 -3.1373 2.5479 0.33
H 4.6728 -4.6924 1.7443 0.49
H 1.6735 -4.2658 1.1144 0.32
H 2.8944 -4.9002 -0.0161 0.42
H 1.8745 -3.5145 -0.4534 0.10
H 5.2606 -2.0198 0.2716 0.28
H 4.0227 -2.2075 -0.9722 0.22
H 5.0034 -3.6007 -0.4893 0.47
H -2.6875 -1.7133 -1.7082 -0.05
H -4.1455 -1.9970 -0.7357 0.52
H -3.7598 -3.0403 -2.1207 0.49
H -0.6756 -3.2058 -1.4596 -0.31
H -1.6865 -4.5318 -2.0362 0.43
H -0.7941 -4.7013 -0.5066 0.41
H -4.3111 -4.2141 0.6182 0.46
H -2.9358 -5.3350 0.5985 0.41
H -3.8593 -5.0483 -0.8778 0.46
C -2.4566 -0.0288 -5.3493 -0.89
N -3.3129 0.2181 -4.2012 0.33
C -4.5801 -0.2757 -4.1048 -0.02
C -5.2881 -0.1769 -2.9706 -0.94
C -4.6508 0.3780 -1.7686 0.29
O -5.2576 0.4331 -0.6972 -0.78
N -3.3588 0.8128 -1.9002 0.45
C -2.7428 0.8359 -3.0900 -0.15
O -1.6257 1.3658 -3.2272 -0.55
H -3.0378 -0.5635 -6.1011 0.35
H -1.5997 -0.6367 -5.0523 0.26
H -2.0957 0.9114 -5.7653 0.21
H -4.9684 -0.7408 -5.0035 0.26
H -6.2964 -0.5567 -2.8991 0.38
```

Results
* M: 763.763 Da
* LUMO energy: 4.24 eV
* ΔE to the lowest compared entry with this formula, charge and spin: 0.183 eV
* total charge: -2
* total energy: -3088.49197 hartree
* maximum force: 0.0024 hartree/bohr

=====

No. 4
ORCA calculation (wB97M-V/def2-TZVPD) on a molecular structure, C35H54InN4O6PSTe.

Geometry as XYZ:
```
103
Properties=species:S:1:pos:R:3:mulliken_charge:R:1
In -0.1551 -0.7250 0.0727 0.96
C 0.8214 5.2802 0.1665 -1.74
C 1.5610 4.2850 -0.7303 1.94
C 1.9978 4.9699 -2.0278 -1.61
C 2.7436 3.6479 -0.0161 0.27
C 3.6888 4.4875 0.5709 -0.44
C 4.7650 3.9824 1.2776 -1.41
C 4.9017 2.6084 1.3924 -0.99
C 3.9914 1.7394 0.8046 0.93
C 4.1830 0.2529 0.9538 0.51
C 3.1783 -0.3150 1.9565 -1.04
C 4.1517 -0.4895 -0.3750 -0.90
C 2.9130 2.2611 0.0941 -0.60
N 1.9571 1.3735 -0.4584 1.21
C 1.8340 1.3905 -1.7398 -0.28
C 0.7939 0.7735 -2.4750 0.36
C 0.6121 0.9185 -3.8450 -1.80
C -0.6077 0.3186 -4.1464 -0.97
C -1.1329 -0.1665 -2.9462 -0.68
N -0.2965 0.1277 -1.9247 0.82
C -2.4384 -0.9026 -2.7534 3.04
C -2.1531 -2.3394 -2.3042 -1.20
C -3.2977 -0.1940 -1.7043 -1.42
C -3.2117 -0.9467 -4.0752 -2.61
H -0.0797 5.6402 -0.3299 0.42
H 1.4427 6.1455 0.3943 0.43
H 0.5234 4.8219 1.1084 0.35
H 0.8483 3.4994 -1.0038 -0.82
H 2.6906 5.7863 -1.8172 0.33
H 1.1343 5.3826 -2.5488 0.43
H 2.4990 4.2735 -2.6985 0.33
H 3.5681 5.5578 0.4809 0.33
H 5.4861 4.6483 1.7339 0.35
H 5.7406 2.1902 1.9363 0.39
H 5.1878 0.1188 1.3769 0.60
H 2.1567 -0.1311 1.6164 -0.10
H 3.3020 0.1572 2.9323 0.44
H 3.2934 -1.3939 2.0604 0.19
H 3.1389 -0.6174 -0.7557 -0.14
H 4.5612 -1.4850 -0.2503 0.05
H 4.7348 0.0372 -1.1335 0.39
H 2.5530 1.9446 -2.3531 0.24
H 1.2918 1.4139 -4.5195 0.51
H -1.0666 0.2429 -5.1148 0.58
H -1.7637 -2.3574 -1.2851 -0.19
H -1.4377 -2.8260 -2.9686 0.24
H -3.0807 -2.9156 -2.3085 0.50
H -2.8355 -0.2197 -0.7161 0.00
H -4.2644 -0.6925 -1.6222 0.46
H -3.4769 0.8439 -1.9832 0.37
H -2.6601 -1.4875 -4.8448 0.45
H -3.4294 0.0555 -4.4421 0.45
H -4.1605 -1.4600 -3.9156 0.48
N -0.6180 1.5381 1.1202 0.11
C -1.9316 2.0725 1.1134 0.19
C -2.3652 2.8221 0.0266 -0.04
C -3.6358 3.3719 0.0248 -1.11
C -4.4891 3.1794 1.1015 -0.16
C -4.0660 2.3983 2.1647 -0.83
C -2.7953 1.8417 2.1721 -0.19
S -6.0993 3.9810 1.1154 1.33
O -6.6671 3.6952 -0.1963 -0.72
O -6.8170 3.3689 2.2271 -0.74
O -5.7986 5.3949 1.3192 -0.71
H -0.2420 1.4239 2.0533 0.27
H 0.0378 2.0518 0.5407 -0.32
H -1.7024 2.9652 -0.8206 0.62
H -3.9804 3.9598 -0.8142 0.38
H -4.7514 2.2335 2.9827 0.48
H -2.4715 1.2148 2.9937 0.24
C -0.9701 -2.7505 2.8687 -1.52
C -1.9852 -2.5576 1.7347 2.27
C -3.3878 -2.3960 2.3569 -1.95
C -2.0067 -3.8078 0.8513 -1.61
N -1.7947 -1.3355 1.0161 -0.20
H -1.1998 -3.6335 3.4727 0.44
H -0.9778 -1.8701 3.5126 0.20
H 0.0283 -2.8627 2.4406 0.02
H -3.6524 -3.2830 2.9416 0.46
H -4.1281 -2.2573 1.5707 0.39
H -3.4118 -1.5195 3.0023 0.27
H -2.2621 -4.6977 1.4319 0.51
H -1.0341 -3.9569 0.3835 0.35
H -2.7554 -3.6879 0.0676 0.05
C 5.8904 -4.6588 0.8102 -1.31
C 4.5206 -5.0497 0.2949 -0.18
O 3.5716 -4.0832 0.6906 -0.14
P 2.1803 -3.9232 -0.1436 -0.05
O 1.3936 -2.8414 0.5348 -0.25
Te 2.5260 -3.8298 -2.4613 -0.47
O 1.5316 -5.3821 0.1657 -0.20
C 1.2855 -5.7176 1.5285 0.39
C 0.2276 -6.7976 1.5775 -1.47
H 6.6317 -5.3879 0.4810 0.39
H 5.9019 -4.6188 1.8993 0.30
H 6.1779 -3.6832 0.4292 0.27
H 4.2192 -6.0165 0.7149 0.19
H 4.5150 -5.1427 -0.8008 0.29
H 0.9702 -4.8273 2.0803 -0.03
H 2.2212 -6.0790 1.9699 0.36
H -0.7117 -6.4254 1.1824 0.24
H 0.0720 -7.1225 2.6077 0.37
H 0.5363 -7.6563 0.9826 0.38
```

Results
* M: 932.298 Da
* LUMO energy: 3.68 eV
* ΔE to the lowest compared entry with this formula, charge and spin: 0.891 eV
* total charge: -2
* total energy: -3234.40652 hartree
* maximum force: 0.0143 hartree/bohr

=====

> What is the total energy in the second record?

-3137.81437 hartree

=====

> Among the records above, which one has the highest M?

C35H54InN4O6PSTe

=====

> Number 4 is which compound?

C35H54InN4O6PSTe

=====

> Which formula does entry 3 have?

C35H54BCaN9O7